Entry 1:
Here is C4H7N3 in the gas phase from the OMol25 dataset. Energies are from the ωB97M-V functional and the def2-TZVPD basis.

The geometry in ORCA input format:
```
! RIJCOSX wB97M-V def2-TZVPD def2/J DEFGRID3
* xyz 0 1
C -2.199 0.264 -0.494
C -0.938 -0.315 0.116
N 0.137 0.677 0.129
C 1.259 0.603 -0.501
N 2.910 -1.305 0.043
C 2.514 0.833 -0.644
N 3.087 -0.088 0.250
H -2.021 0.532 -1.540
H -2.503 1.165 0.048
H -3.019 -0.456 -0.441
H -0.578 -1.193 -0.427
H -1.105 -0.625 1.156
H 0.060 1.427 0.803
H 2.444 -1.423 -0.882
*
```

Results
HOMO-LUMO gap = 9.5 eV
Energy relative to the best compared isomer or geometry (same formula, charge and spin) = 4.824 eV


Entry 2:
Here is C21H16BrF3N6O3 in the gas phase at a distorted geometry from the OMol25 dataset. Energies are from the ωB97M-V functional and the def2-TZVPD basis.

The geometry in ORCA input format:
```
! RIJCOSX wB97M-V def2-TZVPD def2/J DEFGRID3
* xyz 0 1
O 2.416 -0.973 2.397
O -4.519 3.539 -0.716
O 0.081 2.555 -1.314
F -2.288 3.445 2.563
F -0.534 4.494 1.798
F -1.964 5.571 3.152
Br -0.398 -2.978 0.758
N 5.371 -6.149 0.336
N 5.483 -5.367 -0.694
C 2.451 -0.997 1.155
C -3.292 3.518 -0.948
C -0.610 1.582 -1.064
C 4.648 -5.512 1.347
C 4.644 -3.085 -1.198
C 3.822 -1.988 -0.670
C 4.824 -4.204 -0.423
C 4.235 -4.278 0.903
C 3.204 -2.110 0.555
C -4.015 -1.440 -0.673
C -3.017 -2.265 -0.117
C -3.735 -0.187 -1.142
C -1.686 -1.800 -0.033
C -2.430 0.259 -1.073
C -1.427 -0.487 -0.507
N 3.524 -3.196 1.385
N -1.931 1.495 -1.450
N -2.394 4.347 -0.323
N 1.656 -0.146 0.390
C -2.757 2.603 -2.060
C -1.829 4.642 2.138
C -2.717 5.116 0.938
C 0.509 0.524 0.904
C 1.188 -0.299 -0.964
C -0.133 0.303 -0.458
H 4.463 -5.947 2.321
H 5.018 -3.010 -2.207
H 3.666 -1.124 -1.288
H -5.009 -1.845 -0.726
H -3.218 -3.249 0.272
H -4.555 0.378 -1.568
H 3.257 -3.148 2.391
H -1.411 4.281 -0.606
H -3.587 2.194 -2.612
H -2.164 3.194 -2.764
H -2.587 6.198 0.748
H -3.762 4.944 1.225
H 0.620 1.575 1.138
H 0.069 0.023 1.773
H 1.101 -1.348 -1.307
H 1.719 0.353 -1.680
*
```

Results
HOMO-LUMO gap = 7.6 eV
Energy relative to the best compared isomer or geometry (same formula, charge and spin) = 0.000 eV


Entry 3:
Here is 2 unconnected molecules or ions with the total composition C2H3ClNOP at a distorted geometry from the OMol25 dataset. Energies are from the ωB97M-V functional and the def2-TZVPD basis.

The geometry in ORCA input format:
```
! RIJCOSX wB97M-V def2-TZVPD def2/J DEFGRID3
* xyz 0 1
C 2.187 1.964 0.611
C 0.178 0.051 0.001
N 2.696 2.521 1.491
O 1.499 1.501 -2.125
P 1.581 0.963 -0.758
Cl 3.664 -1.751 0.143
H 0.298 -0.941 0.528
H -0.278 0.483 0.884
H -0.407 -0.073 -0.943
*
```

Results
HOMO-LUMO gap (alpha / beta) = 8.7 / 5.6 eV
Energy relative to the best compared isomer or geometry (same formula, charge and spin) = 3.948 eV


Entry 4:
Here is C4H11N3 in the gas phase at a distorted geometry from the OMol25 dataset. Energies are from the ωB97M-V functional and the def2-TZVPD basis.

The geometry in ORCA input format:
```
! RIJCOSX wB97M-V def2-TZVPD def2/J DEFGRID3
* xyz 0 1
C -0.624 -1.687 -0.789
C 0.575 -1.057 -0.071
C 0.427 0.398 0.253
C 1.361 1.280 -0.047
N 1.304 2.620 0.413
N -0.726 0.784 0.956
N -1.895 -1.468 -0.162
H -0.594 -1.338 -1.799
H -0.451 -2.738 -0.845
H 1.311 -1.160 -0.874
H 0.909 -1.533 0.846
H 2.238 0.951 -0.577
H 2.183 3.099 0.434
H 0.552 3.136 -0.013
H -0.498 1.331 1.772
H -1.223 -0.032 1.291
H -2.257 -0.528 -0.180
H -2.591 -2.058 -0.606
*
```

Results
HOMO-LUMO gap = 8.5 eV
Energy relative to the best compared isomer or geometry (same formula, charge and spin) = 1.587 eV